No. 1
A structure of composition C33H32CdN4O3Te4, computed with wB97M-V/def2-TZVPD.

XYZ file:
```
77
Properties=species:S:1:pos:R:3:lowdin_charge:R:1
Cd -1.07113 2.21742 -0.48576 1.005
C 2.07261 -5.24904 -0.43083 -0.090
O 1.16011 -4.19368 -0.58977 -0.085
C -0.03021 -4.46740 -1.20830 -0.212
C -0.43121 -5.73194 -1.59335 -0.038
C -1.64786 -5.90764 -2.25473 -0.112
C -2.41078 -4.80243 -2.57759 -0.107
C -2.00817 -3.52938 -2.19687 -0.022
C -0.83494 -3.34172 -1.46067 -0.150
N -0.35554 -2.10795 -1.04795 0.176
C -1.03212 -0.96490 -0.62595 -0.352
N -2.38406 -1.04404 -0.58837 0.128
C -3.37148 -0.04004 -0.42623 -0.212
C -3.15264 1.33408 -0.60084 -0.182
C -4.30339 2.12671 -0.50188 -0.201
C -5.56801 1.62427 -0.24357 -0.118
C -5.75021 0.25895 -0.06852 -0.065
C -4.64830 -0.56438 -0.16467 -0.236
O -4.72114 -1.94839 -0.01592 -0.127
C -5.95351 -2.55623 -0.29722 -0.113
N -0.39803 0.09671 -0.29743 0.042
C 1.02999 0.16871 -0.37463 -0.404
C 1.58612 0.31058 -1.79202 -0.148
C 3.09933 0.40187 -1.80802 -0.125
C 3.69376 0.26937 -0.41945 -0.147
C 3.09625 -0.52741 0.64355 -0.007
C 1.75805 -0.57565 0.65071 -0.234
O 0.96983 -1.21929 1.57265 -0.088
C 1.65708 -1.88504 2.59463 -0.108
H 2.97785 -4.80531 -0.02202 0.092
H 2.31007 -5.72926 -1.38601 0.094
H 1.69912 -6.00811 0.26542 0.093
H 0.18806 -6.59571 -1.39714 0.096
H -1.96330 -6.90516 -2.53078 0.091
H -3.32382 -4.92216 -3.14723 0.097
H -2.58589 -2.67398 -2.51367 0.118
H 0.62064 -2.11069 -0.78813 0.127
H -2.76213 -1.97544 -0.54512 0.105
H -4.21911 3.19866 -0.64616 0.006
H -6.41809 2.29261 -0.16474 0.090
H -6.73230 -0.14814 0.13893 0.093
H -5.75173 -3.61933 -0.43510 0.083
H -6.40074 -2.15141 -1.21120 0.095
H -6.66985 -2.43999 0.52421 0.083
H 0.99798 -0.04322 -2.63214 0.121
H 3.69966 0.22515 -2.69407 0.121
H 4.77708 0.33033 -0.40813 0.133
H 3.73023 -0.98293 1.39221 0.090
H 0.89913 -2.33849 3.23220 0.087
H 2.25910 -1.19363 3.19658 0.092
H 2.31869 -2.66343 2.19261 0.084
Te 0.29025 4.17072 0.77115 0.009
Te 0.52085 6.45186 2.16378 -0.318
Te -1.67789 7.33528 -1.61478 -0.370
Te -1.76126 4.71092 -0.87874 -0.145
C 0.37694 2.56661 4.35904 -0.112
C -1.09865 2.16594 4.27344 -0.247
C -1.71129 2.36195 2.95165 -0.224
N -1.64638 2.84491 1.88560 -0.142
H 0.69446 2.54637 5.40320 0.065
H 0.52009 3.57927 3.97693 0.013
H 1.00720 1.88259 3.78887 0.069
H -1.67601 2.76974 4.97944 0.105
H -1.22432 1.11800 4.56011 0.096
C 1.46258 1.55642 -0.90980 -0.123
C 3.03946 1.59495 -0.89650 -0.252
C 3.89084 2.79941 -0.85312 -0.159
C 4.90496 3.00795 -1.78741 -0.045
C 5.70501 4.14034 -1.73173 -0.118
C 5.48126 5.10580 -0.76131 -0.118
C 4.49667 4.89899 0.19566 -0.078
C 3.73344 3.74383 0.16098 -0.072
H 5.07016 2.26813 -2.56378 0.100
H 6.50294 4.27691 -2.45368 0.085
H 6.06600 6.01799 -0.74791 0.087
H 4.31408 5.63201 0.97143 0.097
H 3.01754 3.56057 0.94589 0.035
```

## Properties
**HOMO level**: -0.23 eV
**Gap between HOMO and LUMO**: 3.587 eV
**ΔE to the lowest compared entry with this formula, charge and spin**: 572.7 kJ/mol
**Total charge**: -2
**LUMO**: 3.354 eV

No. 2
A structure of composition C33H32Cl3CsGeNO12, computed with wB97M-V/def2-TZVPD.

XYZ file:
```
83
Properties=species:S:1:pos:R:3:mulliken_spin:R:1
Cs -0.07201 -1.72769 -1.00492 -0.063
O -3.70051 -3.68097 -1.57724 0.000
C -3.08554 -4.10954 -0.47655 0.002
O -2.09351 -4.79783 -0.46932 0.000
C -3.76273 -3.61929 0.79724 -0.002
O -3.15897 -2.41878 1.21047 -0.002
C -3.76314 -1.24940 0.66269 0.009
C -2.91846 -0.02072 1.06048 -0.001
O -3.50605 0.92879 1.60825 -0.002
O -1.69782 -0.10647 0.76418 0.030
H -3.16694 -3.89678 -2.37933 0.000
H -3.57479 -4.36060 1.57248 0.000
H -4.84079 -3.50085 0.64753 0.000
H -4.77815 -1.14216 1.05871 0.000
H -3.81058 -1.30719 -0.43222 -0.002
Cl 5.88319 -5.55552 3.20733 0.000
C 4.83257 -4.70714 2.08366 0.000
C 5.02971 -4.88225 0.70641 0.000
C 4.23250 -4.23057 -0.18744 0.000
Cl 4.50793 -4.45313 -1.89114 0.000
C 3.15403 -3.33298 0.19667 -0.002
O 2.45849 -2.72933 -0.64634 -0.008
C 3.00159 -3.20830 1.62807 -0.002
C 1.96852 -2.36768 2.22311 0.006
O 1.11387 -1.72523 1.65102 0.010
C 3.83673 -3.88359 2.52939 0.000
H 5.81799 -5.53271 0.34993 0.000
H 2.00210 -2.33487 3.33452 0.000
H 3.68057 -3.74393 3.59393 0.000
C 4.94959 2.08269 -0.17673 0.015
C 4.22156 3.21757 0.16431 -0.006
C 2.89791 3.10570 0.57359 0.003
C 2.28130 1.85746 0.66100 0.105
C 3.02575 0.73260 0.31328 0.000
C 4.34493 0.83187 -0.10374 -0.007
Ge 0.39592 1.61255 1.14583 0.580
C -0.47066 3.33141 0.83274 0.123
C -0.35175 3.92335 -0.42896 0.053
C -0.98815 5.12264 -0.71771 -0.022
C -1.76681 5.74879 0.24787 0.032
C -1.90368 5.16678 1.50090 -0.019
C -1.26276 3.96874 1.78762 0.033
C 0.36038 1.20927 3.05093 0.127
C -0.85265 0.98112 3.70697 0.037
C -0.87274 0.66859 5.05995 -0.017
C 0.31342 0.56199 5.77755 0.026
C 1.52447 0.77295 5.13274 -0.015
C 1.54282 1.09599 3.78107 0.003
H 5.97842 2.17278 -0.50611 0.002
H 4.68570 4.19642 0.10325 0.000
H 2.34102 4.00444 0.82190 0.003
H 2.54227 -0.23717 0.36081 -0.045
H 4.88939 -0.06318 -0.38056 -0.001
H 0.22935 3.42615 -1.19997 -0.007
H -0.88595 5.56384 -1.70305 0.000
H -2.27298 6.68068 0.02103 0.004
H -2.52100 5.64273 2.25488 0.000
H -1.38777 3.52090 2.76712 0.005
H -1.78640 1.03022 3.15272 0.007
H -1.82238 0.49276 5.55296 -0.001
H 0.29439 0.30791 6.83153 0.002
H 2.45606 0.68287 5.68046 -0.001
H 2.49540 1.25510 3.28556 0.001
C -0.56187 0.91149 -5.36303 0.000
N -1.56224 1.23925 -4.36580 0.001
C -2.93888 1.01439 -4.76255 -0.001
C -1.18027 1.34436 -3.05952 -0.005
C -2.27336 1.37135 -2.02001 -0.011
O 0.00314 1.41142 -2.74000 0.005
H -0.71968 1.51881 -6.25927 0.000
H -0.62266 -0.14526 -5.63938 0.000
H 0.42119 1.11854 -4.95310 0.000
H -3.07823 1.42050 -5.76770 0.000
H -3.62058 1.53608 -4.09547 0.000
H -3.18936 -0.04807 -4.78314 0.000
H -2.91413 2.24806 -2.13969 0.001
H -1.82346 1.39641 -1.03220 0.019
H -2.89097 0.47396 -2.10305 -0.002
O -1.93332 -1.79989 -3.32879 0.000
Cl -1.84607 -2.75209 -4.43193 0.001
O -2.34586 -4.03502 -3.95083 0.000
O -2.65498 -2.30126 -5.53188 0.000
O -0.48260 -2.89483 -4.84593 0.000
```

## Properties
**HOMO level (spin up / spin down)**: -1.81 / -3.00 eV
**Multiplicity**: 2
**Gap between HOMO and LUMO (spin up / spin down)**: 5.693 / 6.880 eV
**ΔE to the lowest compared entry with this formula, charge and spin**: 30.6 kJ/mol
**Total charge**: -2
**Expectation value of S²**: 0.7540
**LUMO (spin up / spin down)**: 3.883 / 3.877 eV

No. 3
A structure of composition C33H32ClN3O4Zr, computed with wB97M-V/def2-TZVPD.

XYZ file:
```
74
Properties=species:S:1:pos:R:3:lowdin_charge:R:1
Zr 0.39119 -0.36026 0.03415 1.893
C 3.51719 1.58164 -0.60585 -0.042
O 2.87279 0.33984 -0.33315 -0.288
C 3.80089 -0.64076 0.11875 -0.151
C 3.04159 -1.95526 0.24835 -0.132
O 1.93789 -1.67856 1.12205 -0.275
C 1.55629 -2.76686 1.97135 -0.120
C 0.62829 -2.18226 3.03475 -0.145
O -0.17201 -1.16826 2.42475 -0.309
C -1.08311 -0.62826 3.38285 -0.048
H 4.37109 1.43774 -1.27325 0.110
H 3.86899 2.05414 0.31905 0.107
H 2.78899 2.22724 -1.09505 0.090
H 4.20139 -0.34936 1.10345 0.146
H 4.63619 -0.74176 -0.58705 0.150
H 3.69459 -2.72496 0.67135 0.151
H 2.66349 -2.27696 -0.73255 0.127
H 2.43939 -3.20026 2.45585 0.151
H 1.04089 -3.54556 1.39605 0.120
H 1.21529 -1.73666 3.85285 0.137
H -0.00631 -2.97436 3.45475 0.151
H -1.72891 -1.41796 3.77735 0.112
H -1.69611 0.11004 2.86895 0.080
H -0.54491 -0.15526 4.21475 0.104
Cl -1.15971 -0.44186 -7.10555 0.730
C -0.63041 -0.60736 -5.47535 -0.655
C -0.21171 -1.86476 -5.00775 -0.046
C 0.29179 -1.99856 -3.73915 0.024
C 0.38269 -0.90316 -2.85555 -0.298
O 0.99109 -1.01726 -1.70715 -0.249
C -0.14381 0.34994 -3.30255 -0.119
C -0.10981 1.49614 -2.47365 -0.010
N 0.09899 1.48764 -1.18335 -0.029
C 0.17659 2.69304 -0.47935 -0.246
C -0.24341 3.92584 -0.95235 0.014
C -0.09551 5.09354 -0.19485 -0.028
C 0.48829 5.05904 1.04315 0.006
C 0.88549 3.82474 1.59765 -0.129
C 1.43809 3.71594 2.89125 0.043
C 1.78699 2.48104 3.37525 -0.001
C 1.54339 1.35314 2.58415 -0.092
N 1.00629 1.40394 1.37915 -0.007
C 0.70559 2.62284 0.85295 -0.184
C -0.60851 0.47654 -4.63135 -0.035
H -0.27521 -2.71816 -5.66485 0.123
H 0.63499 -2.95966 -3.39085 0.122
H -0.22911 2.44414 -2.99735 0.139
H -0.71991 4.01034 -1.91585 0.117
H -0.43241 6.02704 -0.61605 0.124
H 0.63759 5.96134 1.61445 0.129
H 1.58019 4.60524 3.48545 0.136
H 2.21969 2.36474 4.35605 0.123
H 1.81269 0.36974 2.95825 0.116
H -0.96311 1.43534 -4.98055 0.123
C -3.74901 1.91834 0.46235 -0.022
C -4.63811 0.92334 0.07465 -0.010
C -4.15771 -0.36456 -0.03395 0.023
C -2.79831 -0.63606 0.17605 -0.204
N -1.91671 0.34904 0.47725 0.013
C -2.42541 1.57804 0.65945 -0.122
C -2.27191 -1.99996 0.04835 -0.193
C -3.10641 -3.12146 0.13355 -0.015
C -2.60461 -4.38386 -0.11795 -0.049
C -1.27921 -4.53096 -0.49765 -0.055
C -0.43941 -3.42646 -0.51135 -0.133
C -0.88941 -2.13836 -0.19735 -0.204
H -4.07961 2.93444 0.60705 0.119
H -5.67521 1.15214 -0.11715 0.127
H -4.82401 -1.17076 -0.29285 0.118
H -1.74961 2.34204 1.02055 0.107
H -4.14211 -3.02886 0.42115 0.113
H -3.24321 -5.24786 -0.02755 0.116
H -0.90031 -5.50636 -0.76275 0.115
H 0.59709 -3.57976 -0.81065 0.097
```

## Properties
**HOMO level**: -13.32 eV
**Gap between HOMO and LUMO**: 6.912 eV
**Total charge**: +2
**LUMO**: -6.413 eV

Which max |F| belongs to each record? In order, 0.0781 0.0118 0.0401 hartree/bohr.
Which M belongs to each record? In order, 1155.46 946.49 661.31 g mol⁻¹.